{
  "formula": "C12H21AlIN2O3P2",
  "method": "ωB97M-V/def2-TZVPD",
  "e_lumo_ev": 2.323,
  "charge": -1,
  "elements": ["C", "C", "C", "I", "Al", "P", "O", "C", "C", "C", "C", "C", "N", "P", "O", "O", "H", "H", "H", "H", "H", "H", "H", "H", "H", "H", "H", "H", "H", "H", "C", "C", "C", "C", "N", "H", "H", "H", "H", "H", "H", "H"],
  "xyz": [[5.642, 0.814, -0.537], [4.807, 1.459, -1.659], [3.397, 1.929, -1.282], [3.453, 3.300, 0.380], [2.018, 0.473, -1.098], [3.038, -1.581, -0.329], [3.774, -1.481, 0.985], [0.481, 0.869, 0.110], [-0.317, 2.004, -0.093], [-1.408, 2.255, 0.719], [-1.694, 1.353, 1.731], [-0.863, 0.249, 1.884], [0.185, 0.004, 1.104], [1.203, 0.089, -3.334], [2.217, -1.147, -3.878], [-0.208, -0.769, -3.056], [6.575, 1.359, -0.375], [5.908, -0.219, -0.777], [5.102, 0.773, 0.409], [4.694, 0.724, -2.469], [5.371, 2.293, -2.095], [3.051, 2.568, -2.101], [3.874, -2.173, -1.332], [2.027, -2.581, -0.254], [-0.082, 2.702, -0.891], [-2.037, 3.125, 0.563], [-2.545, 1.487, 2.391], [-1.088, -0.470, 2.667], [2.904, -1.351, -3.236], [-0.087, -1.428, -2.363], [-4.754, -0.844, 0.239], [-5.606, -1.716, 1.155], [-5.278, -1.500, 2.638], [-3.882, -1.823, 2.926], [-2.780, -2.048, 3.153], [-3.693, -1.075, 0.340], [-5.029, -0.997, -0.804], [-4.886, 0.215, 0.469], [-5.459, -2.769, 0.907], [-6.664, -1.496, 1.003], [-5.911, -2.119, 3.276], [-5.447, -0.457, 2.912]]
}

{
  "formula": "C12H21BrN2O",
  "method": "ωB97M-V/def2-TZVPD",
  "e_lumo_ev": 0.590,
  "charge": 0,
  "elements": ["C", "C", "C", "Br", "C", "C", "N", "C", "C", "N", "C", "C", "H", "H", "H", "H", "H", "H", "H", "H", "H", "H", "H", "H", "H", "C", "C", "C", "O", "H", "H", "H", "H", "H", "H", "H", "H"],
  "xyz": [[-3.274, -0.130, 1.835], [-2.252, -0.850, 0.955], [-1.246, 0.056, 0.243], [-2.214, 1.011, -1.183], [-0.535, 1.067, 1.156], [0.099, 2.147, 0.388], [0.641, 2.985, -0.183], [0.558, 0.450, 2.084], [1.316, -0.596, 1.394], [1.848, -1.462, 0.854], [0.000, -0.087, 3.411], [1.068, -0.763, 4.280], [-4.139, -0.767, 2.001], [-2.855, 0.104, 2.813], [-3.605, 0.790, 1.358], [-1.694, -1.601, 1.518], [-2.778, -1.402, 0.178], [-0.529, -0.558, -0.293], [-1.260, 1.554, 1.809], [1.258, 1.249, 2.331], [-0.806, -0.786, 3.208], [-0.434, 0.756, 3.949], [2.066, -0.416, 4.013], [1.058, -1.844, 4.156], [0.905, -0.554, 5.334], [1.457, 1.057, -3.231], [1.542, -0.413, -3.602], [1.762, -0.613, -5.093], [0.367, -1.101, -3.172], [0.607, 1.526, -3.735], [1.305, 1.175, -2.159], [2.361, 1.597, -3.514], [2.359, -0.881, -3.050], [0.928, -0.187, -5.658], [1.820, -1.675, -5.334], [2.681, -0.129, -5.426], [-0.384, -0.710, -3.633]]
}

{
  "formula": "C12H21BrN3NaO3",
  "method": "ωB97M-V/def2-TZVPD",
  "e_lumo_ev": 0.108,
  "charge": 0,
  "relative_energy_kj_mol": 26.36,
  "elements": ["Na", "N", "C", "C", "N", "C", "C", "N", "H", "H", "H", "H", "H", "H", "H", "H", "H", "H", "H", "H", "H", "C", "O", "H", "H", "H", "H", "Br", "C", "C", "C", "C", "C", "C", "C", "O", "O", "H", "H", "H", "H"],
  "xyz": [[-0.278, -0.439, -0.690], [0.730, 0.311, -2.710], [-0.527, 0.850, -3.220], [-1.413, -0.301, -3.698], [-1.774, -1.198, -2.604], [-3.162, -1.167, -2.155], [-3.313, -0.409, -0.837], [-2.597, -1.126, 0.217], [1.183, 0.963, -2.075], [1.369, 0.127, -3.472], [-0.402, 1.556, -4.051], [-1.037, 1.379, -2.409], [-0.845, -0.858, -4.448], [-2.305, 0.110, -4.186], [-1.503, -2.145, -2.821], [-3.510, -2.190, -1.985], [-3.822, -0.716, -2.906], [-4.382, -0.272, -0.628], [-2.868, 0.584, -0.938], [-3.160, -1.898, 0.552], [-2.392, -0.524, 1.007], [1.513, -2.501, 0.172], [0.198, -2.558, -0.385], [1.998, -3.480, 0.150], [1.498, -2.126, 1.198], [2.089, -1.802, -0.434], [-0.387, -2.957, 0.266], [5.234, 3.160, 3.275], [3.512, 2.356, 3.408], [2.934, 2.235, 4.661], [1.678, 1.652, 4.763], [1.024, 1.198, 3.628], [1.618, 1.328, 2.379], [2.873, 1.914, 2.266], [0.910, 0.821, 1.135], [1.460, 1.015, 0.026], [-0.181, 0.214, 1.292], [3.454, 2.583, 5.542], [1.218, 1.558, 5.738], [0.047, 0.738, 3.690], [3.318, 2.015, 1.286]]
}

{
  "formula": "C12H21Cl18N2O",
  "method": "ωB97M-V/def2-TZVPD",
  "e_lumo_ev": -2.994,
  "charge": 1,
  "elements": ["O", "C", "C", "C", "C", "N", "C", "C", "N", "H", "H", "H", "H", "H", "H", "H", "H", "H", "H", "H", "H", "H", "H", "H", "C", "Cl", "Cl", "Cl", "H", "C", "Cl", "Cl", "Cl", "H", "C", "Cl", "Cl", "Cl", "H", "C", "Cl", "Cl", "Cl", "H", "C", "Cl", "Cl", "Cl", "H", "C", "Cl", "Cl", "Cl", "H"],
  "xyz": [[-2.747, 1.754, -0.490], [-2.839, 0.337, -0.631], [-3.805, -0.101, -1.721], [-5.258, 0.193, -1.397], [-6.248, -0.749, -2.066], [-7.555, -0.584, -1.346], [-8.040, 0.839, -1.320], [-6.938, 1.896, -1.157], [-5.686, 1.525, -1.808], [-3.419, 2.055, 0.119], [-1.835, -0.002, -0.871], [-3.114, -0.114, 0.328], [-3.665, -1.179, -1.841], [-3.534, 0.373, -2.665], [-5.404, 0.072, -0.303], [-6.424, -0.386, -3.078], [-5.946, -1.792, -2.061], [-8.254, -1.201, -1.766], [-7.430, -0.928, -0.392], [-8.709, 0.918, -0.465], [-8.642, 1.011, -2.208], [-6.800, 2.131, -0.096], [-7.314, 2.798, -1.640], [-4.964, 2.206, -1.606], [0.959, 0.952, 0.453], [-0.119, 0.438, 1.754], [2.628, 0.994, 1.011], [0.803, -0.107, -0.954], [0.676, 1.952, 0.153], [5.679, 0.170, -1.050], [4.746, 0.728, -2.439], [6.026, -1.553, -1.163], [7.172, 1.095, -0.886], [5.082, 0.332, -0.162], [6.949, 3.000, 2.120], [5.234, 2.609, 1.929], [7.167, 4.725, 2.396], [7.666, 2.049, 3.419], [7.448, 2.737, 1.198], [-9.302, -4.160, -0.584], [-10.069, -5.726, -0.666], [-7.607, -4.278, -0.103], [-9.426, -3.318, -2.148], [-9.816, -3.560, 0.156], [10.711, -0.966, 0.268], [10.136, 0.270, 1.391], [9.356, -1.821, -0.468], [11.754, -0.257, -0.962], [11.295, -1.679, 0.834], [11.869, -1.035, 4.964], [10.749, -1.346, 6.288], [13.541, -1.153, 5.504], [11.563, -2.135, 3.617], [11.699, -0.026, 4.611]]
}

Record-wise highest occupied orbital energy values, in eV: -4.2 -10.0 -8.6 -12.0